No. 1
Entry from the Open Molecules 2025 dataset: a molecular structure, C22H36Cl2F3N2PtSSi (the ωB97M-V functional and the def2-TZVPD basis).

XYZ file:
```
68
Properties=species:S:1:pos:R:3
Pt 1.168 0.360 -0.092
C -0.213 -3.325 -1.627
C -1.239 -2.234 -1.570
C -0.977 -1.117 -2.539
C -2.662 -2.677 -1.435
Si -0.623 -1.160 0.453
C -0.493 -2.712 1.915
C -0.521 -1.923 3.205
C -1.596 -3.729 1.793
C 0.898 -3.244 1.613
C -2.412 0.032 1.049
C -1.751 0.921 2.079
C -3.536 -0.819 1.554
C -2.692 0.748 -0.251
H -0.277 -3.721 -2.652
H -0.410 -4.155 -0.956
H 0.811 -2.967 -1.509
H -1.165 -1.556 -3.531
H 0.065 -0.797 -2.543
H -1.639 -0.262 -2.445
H -2.884 -3.234 -2.359
H -3.379 -1.862 -1.392
H -2.826 -3.374 -0.616
H -1.520 -1.618 3.503
H 0.162 -1.071 3.223
H -0.158 -2.622 3.971
H -2.595 -3.296 1.778
H -1.541 -4.345 2.700
H -1.470 -4.398 0.946
H 1.686 -2.524 1.818
H 1.028 -3.671 0.625
H 1.019 -4.072 2.326
H -1.610 0.459 3.049
H -2.454 1.757 2.217
H -0.815 1.373 1.744
H -3.321 -1.316 2.497
H -3.896 -1.540 0.823
H -4.373 -0.132 1.747
H -1.826 1.261 -0.671
H -3.416 1.531 0.015
H -3.170 0.125 -1.001
Cl 3.825 2.457 0.551
C 5.108 3.621 -0.062
Cl 4.434 5.196 -0.329
H 5.468 3.205 -0.995
H 5.868 3.652 0.709
S 4.998 -2.110 -0.276
C 4.791 -1.442 1.279
C 3.637 -0.744 1.345
N 2.909 -0.765 0.164
C 3.540 -1.459 -0.772
H 5.530 -1.581 2.053
H 3.274 -0.193 2.198
H 3.167 -1.582 -1.777
F -0.139 6.226 -3.516
C -0.733 5.903 -2.371
F -0.577 6.893 -1.500
F -2.039 5.727 -2.599
C -0.156 4.599 -1.829
C 0.022 3.529 -2.697
C 0.500 2.343 -2.195
N 0.788 2.200 -0.883
C 0.654 3.251 -0.049
C 0.176 4.466 -0.493
H -0.187 3.623 -3.754
H 0.694 1.489 -2.829
H 0.980 3.104 0.972
H 0.090 5.296 0.195
```

Its spin multiplicity is 5. Its net charge is +3. For the HOMO-LUMO gap (spin up / spin down), the calculation gives 8.403 / 5.272 eV.

Want to see where the charge sits? The Mulliken charges in e are: 1.216 -1.530 1.522 -1.394 -1.528 -0.925 1.998 -1.885 -1.610 -1.474 1.704 -1.357 -1.626 -1.451 0.566 0.342 0.240 0.569 0.193 0.361 0.544 0.333 0.287 0.384 0.438 0.571 0.324 0.559 0.354 0.319 0.387 0.553 0.345 0.515 0.201 0.335 0.314 0.533 0.095 0.626 0.317 -0.124 -0.422 -0.090 0.295 0.353 -0.016 -0.278 -0.870 0.471 -0.265 0.472 0.457 0.355 -0.225 0.756 -0.241 -0.222 0.209 -0.970 -0.239 0.147 -0.187 -0.985 0.552 0.564 0.639 0.597


No. 2
Entry from the Open Molecules 2025 dataset: a molecular structure, C22H36EuN5O4 (the ωB97M-V functional and the def2-TZVPD basis).

XYZ file:
```
68
Properties=species:S:1:pos:R:3
Eu 0.652 -0.192 -0.237
C -1.941 0.863 -1.630
C -1.997 1.681 -0.335
C -2.876 0.994 0.681
C -4.210 1.362 0.782
C -5.083 0.634 1.574
C -4.635 -0.507 2.212
C -3.305 -0.917 2.135
C -2.967 -2.294 2.657
C -3.268 -3.350 1.592
C -2.416 -0.104 1.421
N -1.012 -0.386 1.379
C -0.398 -0.622 2.514
C 0.969 -0.956 2.645
C 1.647 -1.291 3.827
C 2.958 -1.576 3.471
C 3.039 -1.395 2.089
N 1.857 -1.024 1.565
H -1.329 1.313 -2.412
H -2.948 0.719 -2.020
H -1.590 -0.173 -1.470
H -2.404 2.666 -0.570
H -0.993 1.905 0.062
H -4.568 2.224 0.232
H -6.118 0.935 1.663
H -5.333 -1.114 2.775
H -3.572 -2.492 3.543
H -1.934 -2.397 2.985
H -4.330 -3.371 1.350
H -2.980 -4.346 1.926
H -2.752 -3.126 0.651
H -0.967 -0.545 3.440
H 1.212 -1.331 4.813
H 3.762 -1.880 4.119
H 3.912 -1.513 1.461
C 0.589 -2.770 -4.553
O 0.388 -3.507 -3.319
C 0.398 -2.843 -2.200
O 0.574 -1.612 -2.117
N 0.193 -3.603 -1.115
N 0.215 -2.951 0.121
H 0.519 -3.523 -5.330
H 1.574 -2.311 -4.544
H -0.192 -2.023 -4.662
H 0.079 -4.604 -1.197
H 0.998 -3.274 0.682
H -0.653 -3.122 0.624
C 3.512 1.991 0.721
C 2.472 2.069 1.807
O 1.156 1.867 1.207
H 4.501 2.122 1.159
H 3.369 2.767 -0.031
H 3.518 1.015 0.225
H 2.477 3.052 2.281
H 2.629 1.305 2.570
H 0.487 2.085 1.870
C 2.036 4.633 -3.151
N 2.151 3.205 -2.810
C 3.257 2.453 -3.395
C 1.266 2.651 -2.027
O 1.267 1.438 -1.691
H 2.879 4.899 -3.781
H 2.070 5.241 -2.249
H 1.117 4.818 -3.702
H 3.181 2.492 -4.481
H 3.211 1.423 -3.060
H 4.199 2.905 -3.087
H 0.482 3.318 -1.655
```

Its spin multiplicity is 7. Its net charge is +2. For the HOMO-LUMO gap (spin up / spin down), the calculation gives 6.113 / 7.960 eV. Its relative energy (zero: lowest compared OMol25 entry of this formula, charge and spin) is 4.9 kcal per mole.

Want to see where the charge sits? The Mulliken charges in e are: 0.433 -1.166 0.194 0.261 -0.862 -1.045 -0.682 0.475 -0.735 -1.240 -0.075 1.044 -0.453 0.236 -0.999 -0.667 -0.900 0.436 0.290 0.487 0.288 0.791 -0.286 0.453 0.418 0.503 0.528 0.273 0.382 0.399 0.250 0.774 0.577 0.518 0.522 -0.636 -0.430 0.869 -0.618 -0.316 -0.237 0.247 0.293 0.298 0.257 0.270 0.134 -0.985 -0.312 -0.321 0.494 0.188 0.149 0.497 0.245 0.254 -0.985 0.194 -0.970 -0.058 -0.577 0.369 0.374 0.355 0.415 0.259 0.382 0.478


No. 3
Entry from the Open Molecules 2025 dataset: C22H36N4O3 in the gas phase (the ωB97M-V functional and the def2-TZVPD basis).

XYZ file:
```
65
Properties=species:S:1:pos:R:3
C 4.693 -1.257 2.258
O 3.403 -1.313 1.701
C 3.435 -1.309 0.287
C 2.021 -1.393 -0.241
C 1.165 -0.213 0.203
C -0.240 -0.218 -0.408
C -0.996 -1.482 -0.048
O -1.016 -2.464 -0.768
N -1.600 -1.461 1.173
C -2.356 -2.601 1.676
C -2.298 -2.638 3.201
C -3.047 -1.464 3.836
C -4.491 -1.431 3.343
N -5.257 -0.301 3.901
C -4.571 0.855 4.446
C -6.611 -0.467 3.931
O -7.133 -1.544 3.665
C -7.469 0.701 4.243
C -7.411 2.023 3.890
N -8.564 2.670 4.235
C -9.322 1.748 4.792
N -8.715 0.538 4.819
C -9.332 -0.702 5.289
C -10.528 -0.386 6.171
C -11.446 0.650 5.527
C -12.726 0.851 6.323
C -10.675 1.961 5.383
C -4.570 -1.397 1.819
C -3.809 -2.566 1.199
H 4.584 -1.262 3.341
H 5.296 -2.120 1.954
H 5.219 -0.343 1.955
H 3.926 -0.390 -0.067
H 4.030 -2.160 -0.072
H 2.058 -1.434 -1.334
H 1.570 -2.332 0.087
H 1.093 -0.213 1.293
H 1.662 0.722 -0.074
H -0.791 0.663 -0.069
H -0.184 -0.181 -1.496
H -1.632 -0.588 1.670
H -1.861 -3.479 1.261
H -2.750 -3.575 3.538
H -1.259 -2.645 3.534
H -3.044 -1.577 4.923
H -2.519 -0.528 3.631
H -4.979 -2.344 3.688
H -5.294 1.516 4.909
H -3.851 0.555 5.207
H -4.039 1.415 3.671
H -6.607 2.536 3.388
H -9.631 -1.289 4.420
H -8.582 -1.283 5.821
H -11.069 -1.315 6.362
H -10.191 -0.005 7.142
H -11.706 0.292 4.523
H -12.497 1.191 7.336
H -13.367 1.600 5.856
H -13.292 -0.078 6.400
H -10.561 2.416 6.374
H -11.213 2.681 4.766
H -5.624 -1.445 1.539
H -4.186 -0.443 1.441
H -3.833 -2.513 0.110
H -4.292 -3.506 1.483
```

Its SMILES is COCCCCC(=O)N[C@H]1CC[C@@H](N(C)C(=O)c2cnc3n2CC[C@@H](C)C3)CC1. For the HOMO-LUMO gap, the calculation gives 9.104 eV. Its relative energy (zero: lowest compared OMol25 entry of this formula, charge and spin) is 8.0 kcal per mole.

Want to see where the charge sits? The Mulliken charges in e are: -0.770 -0.237 -0.705 -0.536 -0.436 -0.950 0.440 -0.675 0.146 -0.144 -1.313 -0.991 0.040 0.097 -1.257 1.285 -0.670 -0.667 -0.342 -0.854 0.341 0.227 -0.355 -1.011 0.661 -1.711 -0.721 -0.582 -1.195 0.224 0.298 0.316 0.382 0.417 0.300 0.301 0.271 0.368 0.369 0.352 0.239 0.461 0.466 0.404 0.336 0.474 0.219 0.716 0.242 0.270 0.517 0.287 0.351 0.398 0.327 0.236 0.353 0.409 0.404 0.225 0.361 0.414 0.257 0.464 0.459


No. 4
Entry from the Open Molecules 2025 dataset: 8 unconnected molecules or ions with the total composition C22H36O20S2 at a distorted geometry (the ωB97M-V functional and the def2-TZVPD basis).

XYZ file:
```
80
Properties=species:S:1:pos:R:3
C -1.587 3.040 0.614
S -2.312 1.787 1.623
O -3.403 1.158 0.871
C -3.126 3.007 2.733
H -0.964 3.668 1.262
H -2.344 3.703 0.171
H -0.949 2.623 -0.173
H -2.306 3.432 3.325
H -3.844 2.515 3.389
H -3.578 3.742 2.057
C -1.026 -0.557 -1.875
S 0.327 0.448 -1.080
O 0.521 -0.126 0.345
C 1.651 -0.368 -2.188
H -1.212 -0.212 -2.899
H -1.879 -0.445 -1.226
H -0.583 -1.584 -1.937
H 2.544 0.225 -2.277
H 1.107 -0.659 -3.045
H 1.871 -1.270 -1.590
C -4.834 3.150 -2.116
C -4.746 1.572 -2.072
O -3.458 1.300 -2.475
C -2.780 2.489 -2.638
O -1.610 2.531 -2.950
O -3.501 3.524 -2.369
H -5.093 3.468 -1.099
H -5.457 3.580 -2.906
H -5.536 1.037 -2.614
H -4.798 1.313 -1.002
C 3.853 1.029 2.176
C 4.040 0.928 0.686
O 3.201 1.853 0.089
C 2.807 2.715 1.072
O 2.090 3.634 0.806
O 3.231 2.305 2.276
H 4.805 0.975 2.683
H 3.141 0.324 2.544
H 4.032 -0.104 0.228
H 5.108 1.230 0.444
C -4.845 -1.497 2.069
C -4.451 -1.919 0.632
O -3.413 -2.907 0.862
C -3.073 -2.880 2.146
O -2.257 -3.563 2.715
O -3.709 -1.934 2.846
H -5.748 -1.959 2.423
H -4.928 -0.451 2.257
H -3.951 -1.087 0.072
H -5.264 -2.356 0.093
C -0.266 -1.707 3.161
C -0.021 -0.287 3.522
O 1.345 -0.289 4.014
C 1.963 -1.407 3.586
O 3.104 -1.696 3.604
O 1.038 -2.192 2.908
H -0.790 -1.684 2.232
H -0.770 -2.382 3.871
H -0.625 0.067 4.356
H -0.031 0.349 2.596
C 5.324 1.964 -3.361
C 6.234 1.251 -4.359
O 5.910 -0.130 -4.147
C 5.240 -0.285 -2.988
O 4.871 -1.309 -2.504
O 4.969 0.956 -2.434
H 4.429 2.426 -3.816
H 5.881 2.793 -2.924
H 7.257 1.364 -3.994
H 6.226 1.472 -5.414
C 1.163 -4.450 0.577
C -0.109 -3.723 0.109
O -0.176 -4.040 -1.295
C 1.088 -4.358 -1.755
O 1.242 -4.556 -2.866
O 1.965 -4.504 -0.701
H 1.059 -5.474 0.894
H 1.775 -3.896 1.304
H -0.094 -2.617 0.249
H -0.966 -4.087 0.599
```

For the HOMO-LUMO gap, the calculation gives 9.033 eV. Its relative energy (zero: lowest compared OMol25 entry of this formula, charge and spin) is 11.4 kcal per mole.

Want to see where the charge sits? The Mulliken charges in e are: -1.091 0.920 -0.726 -1.298 0.545 0.410 0.077 0.420 0.369 0.364 -0.421 0.392 -0.490 -1.106 0.503 -0.567 0.466 0.068 0.640 0.246 -0.356 0.069 -0.210 0.706 -0.556 -0.344 0.247 0.269 0.383 -0.094 1.007 -0.324 -0.265 0.508 -0.592 -0.371 0.362 -0.909 0.278 0.268 -0.380 0.477 -0.339 0.845 -0.581 -0.360 0.320 0.194 -0.454 0.354 0.770 0.332 -0.417 0.577 -0.548 -0.204 -1.011 0.451 0.316 -0.240 -0.279 -0.394 -0.374 0.588 -0.473 -0.078 0.237 0.287 0.253 0.314 -0.212 1.036 -0.447 0.627 -0.480 -0.398 0.300 0.102 -0.690 0.183